{
  "formula": "C13H32O9SSi4Sn",
  "method": "the ωB97M-V functional and the def2-TZVPD basis",
  "spin_multiplicity": 1,
  "charge": 0,
  "e_above_lowest_kcal_mol": 0.0,
  "elements": ["Sn", "S", "Si", "Si", "Si", "Si", "O", "O", "O", "O", "O", "O", "O", "O", "O", "C", "C", "C", "C", "C", "C", "C", "C", "C", "C", "C", "C", "C", "H", "H", "H", "H", "H", "H", "H", "H", "H", "H", "H", "H", "H", "H", "H", "H", "H", "H", "H", "H", "H", "H", "H", "H", "H", "H", "H", "H", "H", "H", "H", "H"],
  "positions_angstrom": [[-0.873398, -3.365826, -1.823089], [0.417826, -2.009124, 0.926231], [-1.569255, 0.979499, -1.548579], [1.447821, 2.467812, 0.316947], [-1.667835, 1.107990, 2.376585], [-0.321642, 0.900911, 0.433582], [0.768079, -2.078207, -1.952139], [0.752429, -6.047173, 0.891831], [-0.476707, -4.999163, -0.653125], [-0.868252, -2.317891, 0.293227], [2.771488, -1.280944, -1.235113], [0.724509, -0.528342, 0.685493], [0.542820, -2.320622, 2.300546], [1.756762, -4.582385, -2.157902], [1.537782, -2.740331, 0.160035], [0.627728, -5.567600, -0.204186], [-0.598357, 0.758364, -3.139485], [-3.258964, 0.137611, 2.162164], [-2.097107, 2.925577, 2.600136], [2.654174, -3.543546, -1.823942], [-0.729779, 0.508981, 3.881398], [2.159359, 2.489719, -1.429781], [-3.114059, -0.085459, -1.637132], [-2.144920, 2.779535, -1.463260], [2.756431, 1.871023, 1.522596], [1.728787, -5.681266, -1.253331], [1.899774, -2.326412, -1.309317], [0.946603, 4.212047, 0.794685], [1.829022, 4.856352, 0.748808], [-3.800983, 0.089462, -0.808757], [-3.083380, -0.903585, 1.889992], [-1.209177, 3.532370, 2.769896], [-2.817351, 2.962058, -0.622416], [0.004118, -0.150812, -3.154718], [1.510475, -6.566641, -1.853301], [0.067831, 1.605453, -3.315574], [-1.440669, 0.367546, 4.699839], [-1.320879, 3.492940, -1.398857], [2.134037, 1.528066, -1.945467], [-0.203104, -0.432058, 3.729545], [0.566690, 4.249220, 1.814481], [-2.931508, -1.158090, -1.699740], [3.202369, 2.813067, -1.384617], [1.613583, 3.202449, -2.052509], [2.271944, -0.491737, -0.994965], [-3.897218, 0.591629, 1.400772], [3.149927, -3.218774, -2.740008], [-3.614490, 0.219243, -2.562247], [3.403759, -3.868843, -1.102916], [0.003019, 1.255723, 4.196097], [0.189592, 4.642433, 0.137183], [3.655976, 2.478935, 1.391581], [-2.699035, 2.999037, -2.380500], [-2.625228, 3.336232, 1.737359], [2.692493, -5.816805, -0.763772], [-1.312676, 0.716310, -3.966030], [3.030200, 0.824677, 1.383987], [2.415872, 1.985941, 2.554022], [-3.808517, 0.151639, 3.107503], [-2.748791, 3.041784, 3.470252]],
  "atomic_forces_ev_per_a": [[-0.1, -0.2, 0.1], [0.0, -0.3, 0.2], [0.0, 0.0, 0.0], [0.0, -0.2, 0.0], [0.0, 0.0, -0.1], [0.1, 0.0, 0.3], [0.2, 0.1, 0.1], [0.0, -0.1, 0.0], [0.1, 0.1, 0.0], [0.0, 0.1, -0.1], [0.0, -0.1, 0.0], [0.0, 0.3, -0.4], [-0.1, 0.0, 0.0], [0.0, 0.0, 0.0], [0.1, 0.1, 0.2], [-0.2, 0.1, -0.1], [0.1, 0.0, 0.1], [0.0, 0.1, 0.1], [-0.1, -0.1, 0.0], [0.0, 0.0, -0.1], [0.0, 0.1, 0.0], [0.0, 0.1, 0.1], [0.0, 0.1, -0.1], [-0.1, -0.1, -0.1], [0.0, 0.1, 0.0], [0.0, 0.0, 0.0], [-0.1, 0.0, -0.2], [0.0, 0.0, -0.1], [0.0, 0.0, 0.0], [0.0, 0.0, 0.0], [0.0, 0.0, 0.0], [0.0, 0.0, 0.0], [0.0, 0.0, 0.0], [-0.1, 0.0, 0.0], [0.0, 0.0, 0.0], [0.0, 0.0, 0.0], [0.0, 0.0, 0.0], [0.0, 0.0, 0.0], [0.0, 0.0, 0.0], [0.0, 0.0, -0.1], [0.0, 0.0, 0.0], [0.1, 0.0, 0.0], [0.0, 0.0, 0.0], [0.0, 0.0, 0.0], [-0.1, 0.1, 0.0], [0.0, 0.0, 0.0], [0.0, 0.0, 0.0], [-0.1, -0.1, 0.0], [0.0, 0.0, 0.0], [0.0, 0.0, 0.0], [0.0, 0.0, 0.0], [0.0, 0.0, 0.1], [0.0, 0.0, 0.0], [0.0, 0.0, 0.0], [0.0, 0.0, 0.0], [0.0, 0.0, 0.0], [0.0, 0.0, -0.1], [0.0, 0.0, 0.0], [0.0, 0.0, 0.0], [0.0, 0.0, 0.0]],
  "mulliken_charge": [0.879, 1.253, 0.950, 0.723, 0.766, -0.120, -0.694, -0.608, -0.631, -0.527, -0.595, -0.111, -0.690, -0.379, -0.366, 0.709, -0.937, -1.074, -1.057, -0.995, -1.093, -1.264, -0.888, -1.148, -1.262, -0.385, 0.717, -1.122, 0.370, 0.266, 0.310, 0.258, 0.237, 0.076, 0.312, 0.322, 0.375, 0.235, 0.356, 0.290, 0.275, 0.060, 0.432, 0.324, 0.153, 0.257, 0.428, 0.362, 0.432, 0.285, 0.314, 0.406, 0.418, 0.255, 0.305, 0.406, 0.314, 0.295, 0.417, 0.407]
}